1.
Below is 2 unconnected molecules or ions with the total composition C4H6F4N, with properties calculated with ωB97M-V/def2-TZVPD.

Results
charge = +1
highest occupied orbital energy = -17.48 eV

Atoms and positions in Å:
C 0.504 -0.417 -0.954
C -0.960 -0.805 -0.716
C 0.697 0.840 -0.270
C -1.387 0.169 0.391
N -0.289 1.241 0.389
F -1.463 -0.400 1.578
F -2.632 0.784 0.247
F -0.446 2.397 0.980
F 2.202 -0.447 1.430
H 3.052 -0.954 1.646
H 0.690 -0.214 -1.984
H -1.525 -0.571 -1.688
H -1.185 -1.766 -0.372
H 1.059 -1.166 -0.407
H 1.683 1.309 -0.270

=====

2.
Below is a single C2H4N2S molecule, with properties calculated with ωB97M-V/def2-TZVPD.

Results
SMILES = [H]/N=N/SC=C
charge = 0
highest occupied orbital energy = -8.89 eV

Atoms and positions in Å:
H 3.966 1.045 0.049
N 3.439 0.133 -0.048
N 2.189 0.320 -0.084
S 1.147 -1.144 0.102
C -0.353 -0.106 0.018
C -1.549 -0.711 -0.079
H 0.010 0.982 0.085
H -2.576 -0.202 -0.045
H -1.598 -1.732 -0.460

=====

3.
Below is a molecular structure, C38H76AlN2O9S, with properties calculated with ωB97M-V/def2-TZVPD.

Results
charge = -1
highest occupied orbital energy = -4.24 eV

Atoms and positions in Å:
Al 4.314 -2.734 -2.984
C 3.333 -1.140 -2.058
C 2.905 0.045 -3.116
C 1.665 0.930 -2.426
C 0.296 0.430 -3.244
S -1.286 0.699 -2.220
C -2.176 -0.948 -2.307
N -3.016 -1.715 -1.311
N -3.317 -2.879 -2.056
C -2.730 -2.942 -3.476
O -2.019 -1.658 -3.586
H 5.415 -2.270 -4.022
H 5.025 -3.535 -1.815
H 3.226 -3.718 -3.645
H 2.370 -1.628 -1.563
H 4.029 -0.643 -1.251
H 2.482 -0.494 -4.084
H 3.778 0.754 -3.440
H 1.602 0.582 -1.296
H 1.838 2.085 -2.506
H 0.245 0.936 -4.308
H 0.417 -0.754 -3.333
H -2.797 -3.783 -4.287
C -2.042 0.298 1.954
C -1.594 0.708 3.333
C -0.258 0.007 3.454
O 0.289 -0.078 2.131
C -0.736 0.273 1.191
H -2.781 0.972 1.513
H -2.473 -0.710 1.989
H -1.449 1.795 3.368
H -2.295 0.431 4.124
H -0.379 -1.014 3.832
H 0.438 0.541 4.108
H -0.494 1.263 0.787
H -0.743 -0.447 0.368
C -6.783 2.674 1.285
C -6.129 3.846 1.970
C -5.223 3.163 2.971
O -4.837 1.908 2.394
C -5.658 1.663 1.243
H -7.180 2.910 0.294
H -7.604 2.294 1.903
H -5.528 4.410 1.247
H -6.838 4.535 2.436
H -5.752 2.952 3.906
H -4.331 3.752 3.200
H -5.034 1.800 0.353
H -6.020 0.631 1.261
C 5.193 -0.675 -8.270
C 4.927 -2.072 -8.768
C 5.389 -2.918 -7.601
O 5.169 -2.144 -6.413
C 4.866 -0.796 -6.797
H 4.603 0.092 -8.776
H 6.255 -0.432 -8.398
H 3.851 -2.210 -8.926
H 5.443 -2.313 -9.700
H 6.460 -3.134 -7.666
H 4.846 -3.865 -7.529
H 3.799 -0.628 -6.613
H 5.441 -0.099 -6.181
C -7.187 -2.514 2.280
C -7.587 -3.411 1.138
C -9.059 -3.631 1.407
O -9.544 -2.450 2.061
C -8.418 -1.650 2.450
H -6.282 -1.933 2.087
H -7.024 -3.114 3.184
H -7.456 -2.881 0.187
H -7.018 -4.343 1.091
H -9.218 -4.477 2.085
H -9.632 -3.806 0.491
H -8.384 -0.777 1.789
H -8.549 -1.304 3.479
C 1.285 -1.805 7.681
C 0.886 -2.703 6.538
C -0.587 -2.922 6.808
O -1.071 -1.741 7.461
C 0.055 -0.942 7.851
H 2.191 -1.224 7.488
H 1.449 -2.405 8.584
H 1.017 -2.173 5.587
H 1.455 -3.635 6.491
H -0.745 -3.768 7.486
H -1.159 -3.097 5.892
H 0.089 -0.069 7.190
H -0.077 -0.595 8.879
C 7.231 1.739 0.511
C 7.324 2.925 -0.414
C 7.178 2.278 -1.774
O 6.350 1.120 -1.597
C 6.212 0.869 -0.192
H 6.937 2.000 1.531
H 8.198 1.224 0.553
H 6.484 3.605 -0.232
H 8.252 3.493 -0.309
H 8.146 1.941 -2.160
H 6.723 2.947 -2.510
H 5.191 1.140 0.097
H 6.361 -0.196 0.008
C 9.985 -4.488 -2.664
C 9.586 -5.385 -3.806
C 8.113 -5.605 -3.537
O 7.629 -4.423 -2.883
C 8.755 -3.624 -2.494
H 10.891 -3.907 -2.857
H 10.149 -5.087 -1.760
H 9.717 -4.855 -4.757
H 10.155 -6.317 -3.853
H 7.955 -6.450 -2.859
H 7.541 -5.780 -4.453
H 8.789 -2.751 -3.155
H 8.623 -3.278 -1.465
C -9.257 8.082 2.459
C -8.809 8.493 3.838
C -7.474 7.791 3.960
O -6.926 7.707 2.637
C -7.951 8.058 1.696
H -9.996 8.756 2.018
H -9.688 7.075 2.494
H -8.664 9.579 3.873
H -9.510 8.215 4.629
H -7.594 6.770 4.337
H -6.777 8.325 4.613
H -7.709 9.047 1.293
H -7.959 7.338 0.873